C27H30F5N5O5SSeTeW as an isolated structure in a non-equilibrium geometry, computed with ωB97M-V with the def2-TZVPD basis set.

Atoms and positions in Å:
W  0.947  0.195  -0.889
C  -1.128  -3.768  -2.003
C  0.088  -3.242  -2.767
C  -0.077  -1.888  -3.455
N  -0.351  -0.689  -2.646
C  -1.119  0.200  -3.177
C  -1.617  0.166  -4.532
C  -2.733  0.736  -5.081
C  -3.716  1.541  -4.490
C  -3.591  2.149  -3.259
C  -2.501  2.185  -2.397
C  -1.292  1.460  -2.408
N  -0.219  1.805  -1.723
C  0.031  3.226  -1.461
C  1.024  3.440  -0.338
C  0.509  2.786  0.928
N  0.198  1.363  0.753
C  -0.494  0.771  1.700
C  -0.721  1.385  2.960
C  -1.285  0.893  4.115
C  -1.795  -0.366  4.411
C  -1.900  -1.413  3.517
C  -1.623  -1.468  2.162
C  -1.088  -0.509  1.274
N  -1.010  -0.700  -0.040
C  -1.862  -1.768  -0.559
C  -1.265  -3.188  -0.593
H  -2.050  -3.581  -2.571
H  -1.028  -4.855  -1.921
H  0.944  -3.252  -2.104
H  0.321  -3.931  -3.587
H  0.814  -1.678  -4.056
H  -0.924  -2.017  -4.134
H  -0.999  -0.396  -5.219
H  -2.889  0.497  -6.130
H  -4.604  1.757  -5.072
H  -4.433  2.760  -2.943
H  -2.592  2.874  -1.567
H  0.409  3.662  -2.393
H  -0.904  3.735  -1.213
H  1.992  3.039  -0.618
H  1.163  4.508  -0.158
H  1.219  2.913  1.751
H  -0.442  3.276  1.183
H  -0.303  2.373  3.066
H  -1.266  1.591  4.946
H  -2.095  -0.548  5.435
H  -2.262  -2.349  3.933
H  -1.809  -2.435  1.717
H  -2.780  -1.776  0.039
H  -2.171  -1.488  -1.563
H  -0.285  -3.193  -0.111
H  -1.901  -3.852  0.003
O  2.057  -3.333  0.506
S  2.380  -1.964  0.210
O  3.758  -1.586  0.381
O  1.420  -0.983  0.844
O  1.911  -1.616  -1.255
Se  3.057  1.496  2.894
C  2.205  0.735  4.374
C  1.780  1.457  5.503
C  1.132  0.828  6.550
N  0.844  -0.476  6.601
C  1.232  -1.168  5.520
C  1.884  -0.635  4.426
H  1.970  2.524  5.549
H  0.824  1.414  7.413
H  1.002  -2.231  5.531
H  2.144  -1.271  3.588
F  4.120  1.785  -2.794
Te  4.320  0.101  -2.016
F  3.923  -0.543  -3.834
F  1.732  0.514  -2.711
F  5.318  1.117  -0.712
F  6.071  -0.114  -2.726
O  2.378  1.013  -0.556

Summary:
Energy relative to the best compared isomer or geometry (same formula, charge and spin) (kJ/mol): 83.4
LUMO level (eV): 4.07
E_HOMO (Ha): -0.0440
Calculated total energy (hartree): -5331.10210
Charge: -2
F_max (eV/A): 2.11

Atomic partial charges in e from the Löwdin method, atoms 1 to 5: W 1.9012; C -0.2008; C -0.1858; C -0.1884; N -0.0550


C3H6N4O in the gas phase in a non-equilibrium geometry, computed with ωB97M-V with the def2-TZVPD basis set.

Atoms and positions in Å:
H  2.203  1.837  0.541
N  1.809  1.272  -0.291
C  1.644  0.204  0.316
N  1.263  -0.823  -0.695
O  0.615  -2.003  -0.291
C  -0.712  -1.822  0.098
N  -1.488  -0.835  -0.052
N  -1.348  0.308  -0.679
C  -1.693  1.383  -0.055
H  1.851  -0.228  1.406
H  0.792  -0.382  -1.595
H  -1.069  -2.647  0.890
H  -1.987  1.419  0.982
H  -1.880  2.316  -0.576

Summary:
Energy relative to the best compared isomer or geometry (same formula, charge and spin) (kJ/mol): 587.1
LUMO level (eV): 0.62
E_HOMO (Ha): -0.3296
Calculated total energy (hartree): -411.98533
Charge: 0
F_max (eV/A): 5.53

Atomic partial charges in e from the Löwdin method, atoms 1 to 5: H 0.0858; N 0.0707; C -0.3032; N -0.0556; O -0.1141